{"formula": "C38H108F6NO22S2V", "method": "the ωB97M-V functional and the def2-TZVPD basis", "species": ["C", "H", "H", "H", "H", "O", "O", "H", "H", "O", "H", "H", "C", "H", "O", "H", "H", "C", "V", "H", "C", "O", "C", "F", "O", "H", "C", "C", "C", "H", "H", "O", "H", "C", "H", "H", "C", "H", "H", "H", "H", "H", "C", "C", "H", "C", "H", "C", "H", "H", "C", "H", "H", "O", "H", "F", "H", "S", "H", "H", "H", "H", "F", "H", "H", "H", "H", "C", "C", "H", "C", "H", "F", "H", "H", "O", "O", "H", "S", "H", "H", "H", "O", "C", "O", "O", "H", "H", "O", "C", "H", "H", "H", "H", "H", "C", "H", "H", "H", "H", "C", "H", "H", "H", "H", "H", "H", "H", "H", "C", "F", "H", "C", "C", "H", "H", "C", "C", "H", "H", "H", "H", "H", "O", "O", "H", "C", "H", "H", "H", "H", "H", "H", "O", "H", "H", "O", "H", "F", "H", "H", "H", "H", "H", "H", "H", "O", "H", "H", "H", "N", "H", "H", "H", "C", "H", "H", "H", "O", "C", "H", "H", "H", "O", "O", "H", "H", "C", "C", "H", "C", "C", "C", "H", "C", "H", "C", "C"], "coordinates": [[-9.502, 2.413, -3.315], [-7.681, 1.036, -7.105], [-18.415, -4.047, -5.679], [-11.220, 4.883, -5.586], [-10.103, -2.728, -4.864], [-19.766, -1.084, -3.283], [-17.624, 2.881, -10.447], [-14.174, -0.117, -10.380], [-13.758, -4.921, -7.033], [-11.530, -0.277, -1.676], [-15.269, 0.209, -9.031], [-14.311, 5.400, -6.451], [-12.976, -6.077, -2.030], [-9.907, -2.711, -2.333], [-9.241, -0.858, -3.071], [-11.378, -3.326, -6.562], [-15.027, 2.732, -9.232], [-17.786, 2.180, -8.125], [-13.311, 0.905, -2.480], [-12.573, -3.350, -8.821], [-14.737, 6.148, -8.446], [-11.805, 2.328, -3.288], [-19.839, -0.302, -4.431], [-15.955, -1.367, -5.025], [-15.229, 0.831, -6.596], [-9.593, 2.100, -2.275], [-11.980, 6.088, -3.897], [-12.853, -5.499, -3.438], [-9.469, -0.183, -6.790], [-12.869, 6.440, -4.422], [-19.362, 3.101, -9.317], [-20.064, -3.361, -4.638], [-16.856, 8.223, -5.885], [-19.772, 4.632, -6.663], [-10.946, -3.400, -9.508], [-15.430, -5.514, -6.683], [-14.839, -2.075, -4.983], [-12.983, -7.162, -2.131], [-19.967, 1.488, -3.353], [-20.391, 4.444, -7.540], [-17.292, 3.102, -7.819], [-8.539, 2.161, -3.760], [-10.520, 0.206, 0.392], [-14.232, -6.882, -7.843], [-14.653, -1.304, -1.066], [-17.022, 0.158, -1.031], [-19.232, 1.821, -4.931], [-10.713, 1.848, -4.034], [-15.919, 6.392, -0.437], [-19.232, 5.547, -6.907], [-11.349, -0.824, -0.392], [-18.349, 0.933, -3.590], [-20.043, 5.139, -4.625], [-13.216, -6.695, -8.775], [-14.965, -7.443, -8.423], [-14.775, -2.783, -3.811], [-21.380, 5.668, -5.675], [-13.374, -0.835, -5.115], [-12.938, 5.125, -2.526], [-21.450, 3.563, -4.248], [-11.720, 6.917, -3.239], [-9.946, 5.388, -4.482], [-14.704, 3.636, -4.093], [-13.891, -7.506, -7.017], [-14.936, -6.101, -1.931], [-15.750, 5.786, -8.269], [-11.009, 1.180, 0.389], [-10.875, 5.704, -4.958], [-9.167, -2.918, -4.337], [-17.754, 2.882, 0.417], [-18.555, 2.383, -9.467], [-14.018, 8.126, -0.082], [-14.876, -2.889, -6.039], [-16.605, 5.517, -4.432], [-15.138, 7.967, -8.963], [-12.810, -0.807, -6.472], [-14.813, -0.579, -1.675], [-19.183, -5.177, -4.634], [-14.356, 1.482, -5.650], [-17.000, 6.652, -6.459], [-9.606, 0.422, -0.161], [-8.727, -0.536, -3.816], [-13.227, 2.281, -6.116], [-14.863, 0.614, -9.957], [-7.782, 0.184, -5.201], [-14.695, 7.593, -8.198], [-19.965, -1.979, -3.565], [-11.819, 3.288, -3.301], [-12.471, -1.309, -4.091], [-17.847, 3.841, -0.094], [-7.414, -0.629, -7.141], [-18.524, -4.030, -2.506], [-17.718, -2.780, -3.366], [-19.176, -0.714, -5.192], [-17.929, 0.598, -1.445], [-19.289, 1.102, -4.114], [-15.206, 6.526, -4.708], [-10.150, 0.662, -6.892], [-8.382, -2.651, -5.045], [-13.950, 2.494, -10.619], [-14.292, 2.062, -9.678], [-12.335, -0.982, 0.045], [-9.864, -3.608, -7.425], [-11.957, -5.824, -3.966], [-13.041, 7.216, -1.229], [-16.238, 0.046, -3.022], [-16.491, 3.241, -1.657], [-16.073, -0.031, -11.428], [-9.060, -3.991, -4.176], [-16.127, -0.526, -2.101], [-16.217, 2.158, -3.895], [-17.199, 4.568, 0.395], [-9.111, -2.271, -2.934], [-17.487, 3.671, -1.553], [-13.727, -5.832, -4.000], [-20.809, -0.313, -4.929], [-17.138, 7.227, -5.543], [-8.001, 0.119, -6.609], [-20.291, -3.310, -5.570], [-18.113, 2.962, -2.096], [-10.254, -0.142, 1.390], [-8.105, -2.496, -2.580], [-19.493, 4.144, 0.800], [-15.952, 0.737, -10.864], [-19.169, 4.321, -0.086], [-14.416, 5.858, -9.446], [-18.020, -3.824, -3.450], [-11.514, -1.951, -8.572], [-12.907, 5.700, -7.393], [-16.529, 1.004, -0.552], [-16.479, -1.531, -2.333], [-16.000, 6.574, -2.565], [-10.723, -0.465, -2.161], [-11.259, -5.112, -7.595], [-18.184, 7.321, -5.251], [-19.007, 3.868, -6.522], [-16.457, 7.110, -3.217], [-17.207, -0.451, -0.146], [-16.270, 3.383, -5.659], [-17.095, -4.401, -3.445], [-12.174, -5.694, -1.398], [-14.984, -4.890, -8.248], [-14.495, 5.691, 0.317], [-10.787, -5.552, -6.884], [-17.514, 4.636, -2.060], [-14.672, 4.336, -1.422], [-12.224, 4.945, -3.142], [-14.537, 7.983, -1.733], [-9.846, -0.902, -6.062], [-10.915, -1.823, -0.430], [-13.945, 0.645, -4.396], [-9.600, -0.764, -7.703], [-10.763, 6.563, -5.620], [-10.730, 0.759, -4.033], [-18.899, -4.128, -4.706], [-16.987, 2.175, -10.580], [-10.751, 2.202, -5.064], [-17.015, 1.421, -8.259], [-14.701, 5.249, -1.718], [-14.867, 6.154, -0.597], [-6.948, 0.644, -5.081], [-13.747, 4.279, -7.704], [-12.498, -6.182, -8.396], [-21.280, 3.635, -5.189], [-14.195, -5.629, -1.543], [-18.377, 1.866, -7.265], [-13.435, 1.953, -9.013], [-10.944, -3.752, -7.467], [-14.617, -5.479, -7.407], [-18.967, 1.434, -9.809], [-13.929, 5.328, -7.470], [-16.271, 6.553, -4.477], [-15.476, 2.788, -4.782], [-9.453, 3.502, -3.332], [-20.658, 4.873, -5.485], [-12.818, -4.410, -3.467], [-14.064, 7.431, -0.920], [-11.540, -3.036, -8.670]], "atomic_forces_ev_per_a": [[0.690, -0.034, -0.143], [-0.305, 0.413, 0.218], [0.449, 0.503, 0.168], [-0.247, -0.101, 0.153], [-0.186, -0.015, 0.349], [-0.183, 0.395, 0.920], [-1.165, 0.461, 0.537], [0.550, 0.366, 0.178], [-0.018, -0.325, 0.313], [-0.895, -0.208, 0.210], [0.292, -0.062, 0.191], [-0.235, -0.128, -0.014], [0.151, 0.332, -1.836], [0.119, 0.424, 0.226], [-0.869, -0.350, 1.469], [-0.054, -0.087, 0.292], [-0.112, -0.279, 0.016], [-0.181, -0.086, -0.578], [1.009, 0.059, 0.869], [-0.021, 0.020, 0.087], [-0.397, -0.395, 0.599], [-1.228, -1.451, 0.333], [1.215, 0.879, -1.409], [-0.287, -0.156, 0.506], [0.484, -0.161, 0.352], [0.449, -0.045, 0.031], [1.126, -0.045, -1.514], [0.562, -0.051, -0.330], [-0.473, -0.661, -1.097], [-0.249, -0.239, -0.228], [0.088, 0.067, -0.316], [-0.517, 0.176, -0.941], [0.464, 0.200, 0.569], [0.205, 0.913, -0.840], [-0.215, 0.393, -0.410], [0.070, 0.237, 0.345], [-0.239, 0.322, -0.144], [0.437, -0.169, 0.428], [-0.036, 0.443, 0.063], [0.103, -0.443, -0.053], [0.009, 0.073, -0.269], [-0.045, -0.604, 0.145], [0.145, -0.475, -0.211], [0.422, 0.835, -0.459], [-0.094, -0.071, -0.063], [0.452, 0.206, 0.204], [0.082, -0.331, -0.044], [0.971, 0.738, 0.035], [-0.138, -0.044, -0.143], [0.082, 0.173, 0.040], [0.066, 0.829, 0.832], [0.192, 0.259, -0.393], [0.051, 0.404, 0.107], [1.027, -0.806, -1.300], [-0.573, 0.199, 0.479], [0.012, 0.854, -1.739], [-0.135, 0.029, -0.024], [2.149, -0.252, 0.991], [-0.581, -0.038, 0.251], [-0.045, 0.111, 0.004], [0.596, 0.118, -0.052], [0.025, 0.336, -0.009], [-0.361, 0.384, -0.756], [-0.100, -0.074, 0.342], [0.175, -0.114, -0.137], [-0.410, 0.233, -0.560], [-0.408, -0.175, 0.386], [-1.285, 0.744, 0.788], [-0.349, -0.595, 0.336], [-0.065, -0.116, 0.195], [1.346, 0.050, 0.860], [-0.080, -0.184, 0.190], [0.543, -0.051, 0.731], [0.029, -0.278, -0.157], [-0.048, 0.248, 0.021], [-1.776, 0.162, 1.907], [2.149, 0.411, -0.110], [0.008, -0.312, 0.010], [-0.560, 4.824, -1.233], [-0.452, -0.315, -0.006], [0.252, -0.386, -0.009], [0.329, 0.097, -0.479], [-1.085, -0.867, -0.112], [-0.226, 1.027, 0.531], [0.771, 0.109, -0.284], [0.371, -1.623, -0.242], [-0.111, -0.311, -0.020], [-0.332, 0.881, -0.028], [-0.250, -0.318, -0.190], [0.113, -0.197, -1.032], [0.259, -0.539, 0.589], [-0.382, -0.258, -0.218], [-0.182, 0.074, -0.418], [0.316, -0.281, -0.297], [-0.199, -0.583, 0.016], [-0.985, -0.902, 0.946], [0.098, 0.194, -0.455], [0.192, 0.095, 0.408], [0.318, 0.387, 0.402], [-0.007, 0.044, -0.027], [0.108, -1.724, -0.583], [-0.122, 0.229, 0.142], [0.168, 0.037, -0.017], [0.088, -0.295, -0.027], [-0.001, -0.236, 0.132], [0.611, -0.033, 0.126], [0.188, 0.177, 0.048], [0.165, -0.048, 0.188], [-0.148, -0.245, -0.176], [-2.773, 0.526, 0.625], [-0.964, -0.348, 0.427], [0.307, 0.003, 0.057], [0.949, 0.158, -2.623], [0.703, -0.153, -0.115], [0.024, 0.050, -0.231], [-0.470, 0.311, 0.394], [0.672, 0.292, -0.296], [-0.759, 0.035, -0.374], [-0.853, 0.524, 0.084], [-0.416, 0.136, 0.294], [-0.104, 0.211, 0.083], [-0.147, -0.144, 0.730], [-0.414, 0.225, 0.027], [-0.491, 0.372, -0.566], [-0.576, -0.090, 0.637], [-0.116, 0.483, -0.248], [0.189, 0.186, -0.714], [0.136, -0.110, -0.042], [0.195, 0.374, -0.085], [0.591, 0.239, -0.511], [-0.111, 0.007, 0.150], [0.050, -0.273, -0.247], [0.586, 0.231, -0.948], [0.370, -0.685, 0.378], [-0.003, -0.485, 0.062], [-0.400, -0.106, 0.157], [-0.471, 1.147, 0.955], [-0.457, -0.539, -0.320], [0.390, 0.349, 0.138], [-0.037, -0.197, -0.192], [-0.133, -0.314, 0.231], [-0.038, -0.194, -0.217], [0.053, -0.071, 0.013], [-0.060, -0.411, 0.008], [-0.005, -0.010, -0.090], [-0.232, -0.301, 0.101], [0.110, -0.591, 0.479], [-0.039, -0.093, -0.103], [0.109, 0.411, 0.442], [0.400, 0.047, -0.076], [-0.166, -3.517, -2.363], [0.063, 0.172, -0.390], [0.464, 0.001, 0.055], [-0.049, 0.106, 0.007], [1.301, -1.220, 1.988], [0.251, -0.344, -0.254], [-0.224, -0.056, -0.143], [0.027, 0.042, -0.031], [0.142, 0.769, 0.315], [1.059, 0.321, -0.205], [0.133, -0.017, 0.384], [-0.739, -0.019, -0.336], [0.142, 0.237, 0.150], [-0.629, -0.429, -0.001], [-1.072, 0.586, 1.558], [-0.382, -0.126, -0.181], [-0.041, 0.133, 0.132], [-0.669, 1.455, -0.238], [-1.139, -0.254, 0.216], [-0.211, -0.076, 0.027], [1.374, 0.771, 0.882], [-0.542, -0.493, -0.581], [1.490, -1.283, -0.163], [-0.608, 0.136, 0.036], [0.711, -0.540, 0.675], [-0.194, 0.036, 0.306], [-0.438, -0.064, -0.039], [0.488, -0.534, 0.048]], "s_squared": 6.00, "homo_lumo_gap_ev": [5.5, 9.1], "charge": 0, "multiplicity": 5, "homo_energy_ev": [-5.348, -9.165]}